## A
13
Properties=species:S:1:pos:R:3 method="wB97M-V/def2-TZVPD" multiplicity=1 homo_lumo_gap_ha=0.284 charge=-1
C -0.8201 2.2054 -0.5697
O -0.9445 1.9870 0.8009
H -0.9445 1.0170 1.0925
H 0.0457 1.5847 -1.0518
H -1.7406 1.7529 -0.9253
H -0.7603 3.3229 -0.7298
C 1.2665 -1.3476 -0.0414
C -0.0214 -2.1412 0.4215
O -1.0292 -1.4293 0.1727
O 0.1998 -3.2078 0.9943
H 1.0922 -1.0028 -1.0010
H 2.1130 -1.9440 -0.0851
H 1.5435 -0.7973 0.9222

---

## B
13
Properties=species:S:1:pos:R:3 method="wB97M-V/def2-TZVPD" multiplicity=1 homo_lumo_gap_ha=0.312 charge=-1
C 1.9147 0.3678 -1.1317
C 0.9977 -0.6598 -0.4101
O -0.2183 -0.6006 -0.7470
O 1.5382 -1.4517 0.3787
H 1.5691 1.3944 -1.0419
H 1.9287 0.0283 -2.1684
H 2.9370 0.2920 -0.7437
C -2.0246 1.4898 0.7084
O -2.0147 0.1873 1.2264
H -1.2704 -0.3179 0.8189
H -2.3127 2.1851 1.5038
H -1.0262 1.7948 0.3674
H -2.7569 1.6188 -0.0970

---

## C
13
Properties=species:S:1:pos:R:3 method="wB97M-V/def2-TZVPD" multiplicity=1 homo_lumo_gap_ha=0.322 charge=-1
O 0.7854 0.5668 0.7004
C 0.7142 0.5970 -0.5418
O -0.3103 0.4275 -1.2599
C 2.0253 0.8322 -1.3245
H -0.8360 -1.0531 -0.1102
H 1.7985 1.3030 -2.2803
H 2.4806 -0.1412 -1.5242
H 2.7376 1.4239 -0.7488
C -1.8975 -0.7543 1.4591
O -1.3873 -1.6204 0.4688
H -2.4524 0.0770 1.0075
H -2.5670 -1.3363 2.1000
H -1.0912 -0.3219 2.0540

---

Unit: kcal/mol. Relative energies: A 29.4; B 1.8; C 0.0.

---

## A
8
Properties=species:S:1:pos:R:3 method="wB97M-V/def2-TZVPD" multiplicity=1 homo_lumo_gap_ha="0.180 / 0.195" charge=+1
C 0.7306 -0.3303 -0.1783
C 1.3323 -0.7350 0.8320
C -0.4211 0.7230 -0.5347
O -1.5796 0.7162 -0.0353
S -2.8631 0.0499 0.7030
H 1.0728 -0.8478 -1.1816
H 1.9622 -1.0683 1.6694
H -0.2342 1.4924 -1.2746

---

## B
8
Properties=species:S:1:pos:R:3 method="wB97M-V/def2-TZVPD" multiplicity=1 homo_lumo_gap_ha=0.330 charge=+1
C -0.3014 0.1289 1.0352
C -0.3587 0.6165 -0.2971
C 0.6746 -0.8246 1.1772
O 1.4677 -1.6215 1.2040
S -0.3355 0.3176 -2.0546
H -0.5190 0.8251 1.8481
H -0.7649 1.7127 -0.2497
H 0.1371 -1.1546 -2.6630

---

Unit: kcal/mol. Relative energies: A 108.7; B 0.0.

---

## A
18
Properties=species:S:1:pos:R:3 method="wB97M-V/def2-TZVPD" multiplicity=1 homo_lumo_gap_ha=0.369 smiles=S[C@@H]1C[C@H]2COC[C@H]21
S -1.3485 2.4920 -1.0929
C -0.6637 0.8537 -0.6366
C -1.5095 -0.0373 0.2738
C -0.2562 -0.5504 0.8790
C 0.4116 -1.7295 0.1509
O 1.8157 -1.3984 -0.0055
C 1.8527 -0.0369 -0.3778
C 0.5921 0.6445 0.2775
H -1.5916 2.9787 0.1711
H -0.4792 0.3214 -1.5731
H -2.1684 -0.7981 -0.2048
H -2.1612 0.5139 0.9344
H -0.3541 -0.6421 1.9540
H -0.0444 -1.8877 -0.8205
H 0.3703 -2.6963 0.6054
H 1.8832 0.1190 -1.4572
H 2.7898 0.3297 0.0247
H 0.8615 1.5239 0.8977

---

## B
18
Properties=species:S:1:pos:R:3 method="wB97M-V/def2-TZVPD" multiplicity=1 homo_lumo_gap_ha=0.343
C -1.4804 1.4796 0.3436
C -0.8916 0.0623 0.0882
C 0.3920 0.3284 -0.6790
C 1.3151 -0.6223 -0.4703
C 0.8965 -1.2435 0.8407
C -0.2359 -0.7226 1.2821
H -0.7076 1.7679 1.1315
H -1.4762 1.9609 -0.7581
H -2.4905 1.4913 0.8317
H -2.9820 -0.1657 -1.0233
H 1.1944 1.0826 -0.1343
H 0.1277 0.4940 -1.6352
H 1.5114 -1.5551 -1.1951
H 3.2033 -0.6878 -1.2882
H 1.7153 -1.7440 1.4114
H -0.6876 -0.8678 2.1918
O 2.6667 0.0873 -0.3694
S -2.0705 -1.1455 -0.5680

---

Unit: kcal/mol. Relative energies: A 0.0; B 90.4.

---

## A
18
Properties=species:S:1:pos:R:3 method="wB97M-V/def2-TZVPD" multiplicity=1 homo_lumo_gap_ha=0.370 smiles="CC1(C)CCC(=O)S1"
C -0.1252 -1.5324 0.6371
C 0.5037 -0.2778 0.0670
C 1.8357 -0.6266 -0.5676
C -0.4620 0.3798 -0.9205
C -1.4688 1.1173 -0.0679
C -0.6658 1.9351 0.8716
O -0.9712 2.9654 1.4397
S 0.7974 1.0115 1.3064
H -0.1844 -2.3120 -0.0704
H 0.4157 -1.8920 1.4629
H -1.1001 -1.3927 1.0023
H 1.8306 -1.3985 -1.3630
H 2.2294 0.2756 -1.0002
H 2.4420 -1.0603 0.2092
H 0.0370 1.1070 -1.5527
H -0.8895 -0.5222 -1.5116
H -2.1812 1.8101 -0.5267
H -2.0433 0.4126 0.5844

---

## B
18
Properties=species:S:1:pos:R:3 method="wB97M-V/def2-TZVPD" multiplicity=1 homo_lumo_gap_ha=0.364 smiles=OC[C@@H]1C[C@@H]2S[C@@H]2C1
O -1.3701 1.8587 0.0265
C -1.8192 0.5332 -0.0813
C -0.7084 -0.5148 -0.0128
C 0.1736 -0.3797 1.3033
C 1.5445 -0.1893 0.7548
S 2.0235 1.3833 -0.0552
C 1.6087 -0.3538 -0.7029
C 0.1838 -0.4011 -1.2392
H -0.3777 1.8665 0.0187
H -2.5349 0.3631 0.7407
H -2.3581 0.4249 -1.0430
H -1.2518 -1.4497 0.0280
H 0.0842 -1.2362 1.9349
H -0.1235 0.4954 1.8498
H 2.4451 -0.6001 1.3062
H 2.4052 -0.9633 -1.1605
H 0.0438 0.4784 -1.8455
H 0.0314 -1.3155 -1.8226

---

Unit: kcal/mol. Relative energies: A 0.0; B 22.6.

---

## A
18
Properties=species:S:1:pos:R:3 method="wB97M-V/def2-TZVPD" multiplicity=1 homo_lumo_gap_ha=0.324
C -2.2792 -0.2595 1.1306
C 0.0939 -0.1614 -0.3420
C 0.4705 -1.6003 -0.2809
C 0.9796 0.8490 -0.1978
C 2.4036 0.5315 0.4363
C 0.4969 2.3338 -0.1143
H -1.7880 0.3397 1.9748
H -2.4953 -1.3375 1.4489
H -3.4340 0.2648 1.1813
H -0.1977 -2.3559 -0.8963
H 2.9701 0.1796 -0.5427
H 2.3509 -0.5851 1.1517
H 2.9959 1.4913 1.4310
H -0.5146 2.3865 -0.4108
H 1.2175 3.1014 -0.8064
H 0.5019 2.8292 0.9602
O 1.5548 -2.1676 0.0733
S -1.6898 0.0543 -0.6169

---

## B
18
Properties=species:S:1:pos:R:3 method="wB97M-V/def2-TZVPD" multiplicity=1 homo_lumo_gap_ha=0.302
C 1.7495 -0.9438 1.2549
C 2.2710 -0.7173 -0.2543
C 1.3508 0.2553 -0.8054
C -0.1054 -0.4032 -1.0759
C -1.0862 0.1612 -0.0081
C -0.3446 1.4374 0.5058
H 1.9412 -0.0999 2.0002
H 0.4040 -0.9365 1.0133
H 2.0936 -2.0907 1.6619
H 1.9722 -1.9515 -0.7616
H 3.3973 -0.4160 -0.5065
H 1.8208 0.4887 -1.6512
H -0.0348 -1.4703 -1.5286
H -0.5475 0.1149 -2.0344
H -0.8375 2.3640 0.0388
H -0.2180 1.5005 1.7112
O 1.0798 1.4530 0.0325
S -2.6025 -0.4916 0.1309

---

## C
18
Properties=species:S:1:pos:R:3 method="wB97M-V/def2-TZVPD" multiplicity=1 homo_lumo_gap_ha=0.351 smiles=C1C[C@@H]2C[C@H](CO1)S2
C 1.6011 0.7301 -0.4380
C 0.5435 1.6442 0.3289
C -0.6805 0.9026 0.7377
C -0.5494 -0.5527 1.3514
C -0.6901 -1.2536 0.0989
C 0.7435 -1.5098 -0.3505
O 1.7532 -0.5283 0.0289
S -1.4783 0.2753 -0.8181
H 1.4139 0.7740 -1.6221
H 2.6598 1.0868 -0.3848
H 0.2522 2.5666 -0.2987
H 1.3296 2.2172 1.0542
H -1.3876 1.6074 1.1954
H -1.5008 -0.8455 1.8513
H 0.3273 -0.9860 2.1381
H -1.2186 -2.2482 0.0862
H 0.8764 -1.6233 -1.5125
H 1.0671 -2.4912 -0.0197

---

Unit: kcal/mol. Relative energies: A 54.8; B 50.0; C 0.0.

---

## A
50
Properties=species:S:1:pos:R:3 method="wB97M-V/def2-TZVPD" multiplicity=1 homo_lumo_gap_ha=0.343 smiles="Cc1ccccc1NC(=O)c1cccc(N2C(=O)[C@@H]3[C@H]4CC[C@H](C4)[C@@H]3C2=O)c1"
C -6.4280 0.9985 0.9151
C -5.6266 0.2185 -0.0837
C -6.2001 -0.8128 -0.8121
C -5.4621 -1.5397 -1.7298
C -4.1307 -1.2282 -1.9426
C -3.5403 -0.1972 -1.2365
C -4.2756 0.5173 -0.2966
N -3.6901 1.5675 0.4279
C -2.4288 1.6586 0.9293
O -2.0071 2.7081 1.3720
C -1.6328 0.3957 0.9667
C -2.1652 -0.7785 1.4888
C -1.3802 -1.9141 1.5689
C -0.0718 -1.8980 1.1180
C 0.4605 -0.7204 0.6104
N 1.8005 -0.6846 0.1492
C 2.8679 -1.2232 0.8549
O 2.7802 -1.7860 1.9124
C 4.1300 -0.9435 0.0685
C 5.0233 0.0879 0.7838
C 6.3105 0.2294 -0.0371
C 5.8410 0.9815 -1.3009
C 4.3408 1.1784 -1.0533
C 4.3065 1.3990 0.4595
C 3.6664 -0.2009 -1.1870
C 2.1637 -0.0981 -1.0556
O 1.3958 0.3934 -1.8383
C -0.3093 0.4317 0.5509
H -5.9080 1.0542 1.8708
H -7.3973 0.5331 1.0727
H -6.5958 2.0176 0.5630
H -7.2414 -1.0527 -0.6518
H -5.9281 -2.3421 -2.2813
H -3.5505 -1.7791 -2.6669
H -2.5093 0.0640 -1.4181
H -4.2505 2.4027 0.5478
H -3.1856 -0.8008 1.8407
H -1.7912 -2.8238 1.9792
H 0.5380 -2.7855 1.1722
H 4.6605 -1.8796 -0.1115
H 5.1794 -0.1404 1.8359
H 6.7530 -0.7382 -0.2694
H 7.0479 0.8107 0.5156
H 6.0321 0.4199 -2.2143
H 6.3376 1.9470 -1.3916
H 3.8764 1.9422 -1.6734
H 4.8744 2.2743 0.7677
H 3.3014 1.4633 0.8732
H 3.9164 -0.6804 -2.1342
H 0.1022 1.3535 0.1706

---

## B
50
Properties=species:S:1:pos:R:3 method="wB97M-V/def2-TZVPD" multiplicity=1 homo_lumo_gap_ha=0.349 smiles="O=C(NCCc1ccccc1)c1cccc(N2C(=O)[C@H]3CC=CC[C@H]3C2=O)c1"
O -2.9504 -0.9202 1.7593
C -2.7910 -1.4431 0.6769
N -3.8037 -1.6884 -0.1947
C -5.1083 -1.0973 -0.0197
C -5.2459 0.2118 -0.8182
C -4.2103 1.1923 -0.3454
C -4.4708 2.0191 0.7391
C -3.4891 2.8547 1.2377
C -2.2299 2.8663 0.6626
C -1.9594 2.0500 -0.4215
C -2.9474 1.2201 -0.9219
C -1.4548 -1.9239 0.2033
C -1.2941 -3.1576 -0.4183
C -0.0335 -3.5821 -0.8001
C 1.0714 -2.7776 -0.5853
C 0.9082 -1.5467 0.0361
N 2.0391 -0.7212 0.2711
C 3.1939 -1.1789 0.8878
O 3.3713 -2.3044 1.2661
C 4.1667 -0.0188 0.9715
C 5.4764 -0.3671 0.2362
C 6.2575 0.8867 -0.0068
C 5.6290 1.9343 -0.5167
C 4.1710 1.8127 -0.8332
C 3.4281 1.1697 0.3552
C 2.0909 0.6132 -0.0934
O 1.2290 1.1942 -0.6962
C -0.3471 -1.1216 0.4427
H -3.5641 -1.9859 -1.1281
H -5.2158 -0.8903 1.0471
H -5.8714 -1.8162 -0.3321
H -5.1140 0.0005 -1.8824
H -6.2504 0.6086 -0.6650
H -5.4484 2.0004 1.2000
H -3.7039 3.4905 2.0844
H -1.4579 3.5090 1.0601
H -0.9759 2.0438 -0.8657
H -2.7285 0.5859 -1.7710
H -2.1488 -3.7994 -0.5754
H 0.0917 -4.5459 -1.2702
H 2.0550 -3.1059 -0.8818
H 4.4062 0.1584 2.0233
H 6.0390 -1.0944 0.8190
H 5.2283 -0.8282 -0.7259
H 7.3058 0.9016 0.2436
H 6.1257 2.8698 -0.7169
H 3.7221 2.7770 -1.0652
H 4.0486 1.1702 -1.7118
H 3.2415 1.9471 1.1016
H -0.4816 -0.1729 0.9383

---

Unit: kcal/mol. Relative energies: A 0.0; B 13.4.